The following is a quantum chemistry calculation of a cluster of 3 separate species, C38H51BF16I2N2O9P in total, from the Open Molecules 2025 dataset.

## Properties
net charge	+1
electronic energy	-131257.2868	eV
spin multiplicity	1
HOMO-LUMO gap	7.7	eV

CARTESIAN COORDINATES (ANGSTROEM)
1 C 1.24 -1.90 5.90
2 C 1.55 -2.64 4.72
3 C 1.42 -3.35 3.21
4 C 1.87 -2.22 2.06
5 C 0.93 -2.15 0.75
6 N 0.47 -0.85 0.12
7 C 0.47 0.31 1.15
8 I 1.41 2.34 1.01
9 C -0.25 0.28 2.47
10 C -0.19 1.52 3.59
11 I -1.50 -1.32 3.18
12 C 1.55 -0.54 -0.94
13 B 3.13 -0.43 -0.57
14 O 4.09 -1.45 -0.13
15 O 3.88 0.86 -0.85
16 C 1.51 -1.32 -2.36
17 C 2.52 -2.59 -2.61
18 C 3.80 -2.22 -3.62
19 O 4.47 -3.52 -3.88
20 C 4.33 -3.92 -5.29
21 C 5.49 -3.04 -6.12
22 O 0.22 -1.68 -2.93
23 C -0.72 -0.73 -2.32
24 C -2.12 -0.99 -3.14
25 C -2.01 -0.03 -4.51
26 C -2.95 1.31 -4.45
27 C -2.09 2.70 -4.07
28 O -2.88 3.75 -3.69
29 O -0.63 2.80 -4.18
30 C -0.17 4.18 -4.34
31 C 0.13 4.82 -2.85
32 C -0.85 -0.94 -0.66
33 C -1.91 0.34 -0.36
34 C -3.34 -0.02 0.34
35 C -4.40 1.26 0.56
36 C -3.74 2.67 0.03
37 C -2.29 2.84 -0.67
38 N -1.43 1.68 -0.86
39 P -1.85 -2.55 -0.82
40 C -0.78 -4.11 -1.29
41 O -2.48 -3.19 0.71
42 H 0.73 -1.43 6.87
43 H 0.34 -3.77 3.05
44 H 2.15 -4.27 3.25
45 H 2.94 -2.67 1.76
46 H 2.09 -1.26 2.66
47 H 1.48 -2.86 -0.05
48 H 0.04 -2.87 1.10
49 H -0.76 1.27 4.59
50 H 0.93 1.74 3.95
51 H -0.72 2.51 3.19
52 H 1.29 0.59 -1.26
53 H 4.88 -1.52 -0.76
54 H 4.34 1.15 0.00
55 H 1.95 -0.52 -3.15
56 H 1.91 -3.40 -3.25
57 H 2.88 -3.17 -1.67
58 H 3.41 -1.77 -4.65
59 H 4.58 -1.52 -3.09
60 H 3.26 -3.78 -5.74
61 H 4.63 -5.05 -5.48
62 H 5.88 -3.66 -7.04
63 H 6.38 -2.89 -5.35
64 H 5.00 -2.02 -6.39
65 H -0.35 0.31 -2.67
66 H -3.10 -0.66 -2.62
67 H -2.20 -2.09 -3.61
68 H -0.88 0.24 -4.78
69 H -2.40 -0.66 -5.45
70 H -3.93 1.20 -3.81
71 H -3.32 1.50 -5.57
72 H -0.89 4.85 -5.00
73 H 0.88 4.16 -4.91
74 H 0.55 3.96 -2.15
75 H 0.90 5.72 -2.89
76 H -0.90 5.19 -2.42
77 H -3.77 -1.03 0.70
78 H -5.46 1.15 1.04
79 H -4.39 3.64 0.18
80 H -1.94 3.91 -1.00
81 H -1.37 -4.60 -2.21
82 H -0.75 -4.93 -0.46
83 H 0.32 -3.87 -1.57
84 H -3.20 -3.85 0.44
85 C 6.35 0.01 3.75
86 C 7.28 0.13 2.53
87 C 7.38 -1.13 1.68
88 F 7.88 -2.18 2.37
89 F 8.22 -0.93 0.63
90 F 8.50 0.56 2.93
91 F 6.78 1.14 1.74
92 O 6.99 -0.26 5.00
93 C 7.26 -1.63 5.26
94 C 8.76 -1.94 5.36
95 F 9.41 -1.62 4.22
96 F 8.98 -3.27 5.57
97 F 6.63 -2.40 4.34
98 F 6.66 -1.91 6.45
99 H 5.90 1.00 3.89
100 H 5.50 -0.65 3.57
101 H 6.41 -1.41 1.27
102 H 9.22 -1.38 6.18
103 C -8.53 4.11 0.96
104 C -7.64 2.92 1.36
105 C -8.32 1.56 1.27
106 F -9.39 1.46 2.09
107 F -7.47 0.57 1.64
108 F -7.13 3.13 2.60
109 F -6.57 2.91 0.51
110 O -9.14 4.83 2.04
111 C -10.36 4.28 2.53
112 C -10.27 3.80 3.98
113 F -9.31 2.84 4.13
114 F -11.44 3.25 4.39
115 F -10.78 3.31 1.68
116 F -11.28 5.28 2.43
117 H -7.86 4.85 0.49
118 H -9.25 3.86 0.18
119 H -8.65 1.34 0.25
120 H -10.02 4.63 4.65

Here are the Löwdin charges for atoms 1 to 99, given in e: number 1, C, carries 0.0340; number 2, C, carries -0.1147; number 3, C, carries -0.2046; number 4, C, carries -0.1730; number 5, C, carries -0.1587; number 6, N, carries -0.1570; number 7, C, carries -0.5210; number 8, I, carries 1.0395; number 9, C, carries -0.6499; number 10, C, carries -0.2511; number 11, I, carries 1.0643; number 12, C, carries -0.1157; number 13, B, carries -0.4697; number 14, O, carries 0.0330; number 15, O, carries -0.0224; number 16, C, carries -0.2273; number 17, C, carries -0.0886; number 18, C, carries -0.1601; number 19, O, carries -0.2416; number 20, C, carries -0.2476; number 21, C, carries -0.0971; number 22, O, carries -0.1399; number 23, C, carries -0.3056; number 24, C, carries -0.1723; number 25, C, carries -0.1805; number 26, C, carries -0.0821; number 27, C, carries -0.2352; number 28, O, carries -0.0696; number 29, O, carries -0.1248; number 30, C, carries -0.2181; number 31, C, carries -0.0954; number 32, C, carries -0.3306; number 33, C, carries -0.1707; number 34, C, carries -0.0147; number 35, C, carries 0.0310; number 36, C, carries -0.0076; number 37, C, carries -0.0752; number 38, N, carries 0.0319; number 39, P, carries 1.0357; number 40, C, carries -0.2389; number 41, O, carries -0.4725; number 42, H, carries 0.0690; number 43, H, carries 0.0782; number 44, H, carries 0.1132; number 45, H, carries 0.1276; number 46, H, carries 0.1072; number 47, H, carries 0.1472; number 48, H, carries 0.0900; number 49, H, carries 0.0660; number 50, H, carries 0.0792; number 51, H, carries 0.0804; number 52, H, carries 0.1338; number 53, H, carries 0.1344; number 54, H, carries 0.0996; number 55, H, carries 0.1904; number 56, H, carries 0.1438; number 57, H, carries 0.1174; number 58, H, carries 0.1446; number 59, H, carries 0.1343; number 60, H, carries 0.1245; number 61, H, carries 0.1332; number 62, H, carries 0.0834; number 63, H, carries 0.0959; number 64, H, carries 0.0718; number 65, H, carries 0.1422; number 66, H, carries 0.1013; number 67, H, carries 0.1283; number 68, H, carries 0.1236; number 69, H, carries 0.1242; number 70, H, carries 0.1344; number 71, H, carries 0.1396; number 72, H, carries 0.1446; number 73, H, carries 0.1400; number 74, H, carries 0.0732; number 75, H, carries 0.0942; number 76, H, carries 0.0652; number 77, H, carries 0.0674; number 78, H, carries 0.0816; number 79, H, carries 0.0954; number 80, H, carries 0.1047; number 81, H, carries 0.0778; number 82, H, carries 0.0654; number 83, H, carries 0.0175; number 84, H, carries 0.0786; number 85, C, carries -0.0552; number 86, C, carries -0.4267; number 87, C, carries -0.2918; number 88, F, carries 0.0911; number 89, F, carries 0.0944; number 90, F, carries 0.1319; number 91, F, carries 0.0949; number 92, O, carries 0.0358; number 93, C, carries -0.4757; number 94, C, carries -0.2618; number 95, F, carries 0.0881; number 96, F, carries 0.0972; number 97, F, carries 0.1187; number 98, F, carries 0.1399; number 99, H, carries 0.1496

The following is a quantum chemistry calculation of a structure of composition C52H51N5O3PSr, from the Open Molecules 2025 dataset.

## Properties
net charge	+1
electronic energy	-78470.1913	eV
energy relative to the best compared isomer or geometry (same formula, charge and spin)	0.6073	eV
spin multiplicity	1
HOMO-LUMO gap	7.7	eV

CARTESIAN COORDINATES (ANGSTROEM)
1 Sr -0.47 -0.49 -0.86
2 C -1.54 1.35 2.69
3 C -0.18 0.92 3.13
4 C 0.63 1.76 3.88
5 C 1.85 1.32 4.38
6 C 2.24 0.01 4.18
7 C 1.46 -0.87 3.44
8 C 1.83 -2.32 3.36
9 C 0.28 -0.38 2.87
10 N -0.46 -1.18 1.94
11 C -1.34 -1.98 2.38
12 C -1.71 -2.17 3.81
13 C -2.05 -2.83 1.35
14 C -2.71 -4.11 1.77
15 N -2.01 -2.42 0.15
16 C -2.60 -3.18 -0.90
17 C -1.77 -4.01 -1.66
18 C -0.30 -4.15 -1.37
19 C -2.33 -4.68 -2.74
20 C -3.66 -4.52 -3.06
21 C -4.46 -3.66 -2.31
22 C -3.94 -2.97 -1.23
23 C -4.78 -2.02 -0.43
24 H -1.70 2.41 2.88
25 H -2.32 0.80 3.24
26 H -1.74 1.17 1.63
27 H 0.29 2.77 4.09
28 H 2.47 1.99 4.96
29 H 3.16 -0.35 4.62
30 H 2.92 -2.44 3.37
31 H 1.43 -2.82 2.49
32 H 1.45 -2.86 4.23
33 H -1.38 -1.34 4.42
34 H -1.26 -3.08 4.20
35 H -2.79 -2.28 3.91
36 H -2.45 -4.40 2.78
37 H -2.43 -4.91 1.08
38 H -3.80 -4.01 1.71
39 H -0.03 -3.86 -0.36
40 H 0.29 -3.54 -2.07
41 H 0.03 -5.18 -1.51
42 H -1.71 -5.34 -3.33
43 H -4.08 -5.04 -3.91
44 H -5.50 -3.51 -2.59
45 H -5.70 -1.78 -0.97
46 H -4.25 -1.08 -0.23
47 H -5.07 -2.43 0.53
48 O -0.22 1.10 -2.56
49 C -1.15 0.50 -3.16
50 O -1.20 -0.75 -3.17
51 C -2.35 1.30 -3.58
52 C -2.83 1.19 -4.88
53 C -3.93 1.93 -5.28
54 C -4.57 2.76 -4.37
55 C -4.11 2.83 -3.06
56 C -2.99 2.11 -2.65
57 P -2.43 2.12 -0.90
58 C -1.32 3.56 -0.80
59 C -0.17 3.46 -0.02
60 C 0.69 4.54 0.09
61 C 0.42 5.72 -0.58
62 C -0.72 5.82 -1.36
63 C -1.59 4.75 -1.47
64 C -3.91 2.64 0.02
65 C -3.89 3.74 0.87
66 C -5.00 4.04 1.65
67 C -6.13 3.25 1.58
68 C -6.16 2.14 0.74
69 C -5.05 1.83 -0.03
70 H -2.33 0.53 -5.57
71 H -4.30 1.85 -6.29
72 H -5.44 3.33 -4.66
73 H -4.64 3.46 -2.35
74 H 0.06 2.54 0.50
75 H 1.58 4.44 0.70
76 H 1.09 6.56 -0.49
77 H -0.93 6.74 -1.89
78 H -2.47 4.83 -2.10
79 H -3.02 4.38 0.92
80 H -4.98 4.90 2.29
81 H -7.00 3.49 2.18
82 H -7.04 1.52 0.69
83 H -5.08 0.97 -0.68
84 C 6.60 3.25 0.08
85 C 6.71 1.75 0.13
86 C 5.96 1.01 1.04
87 C 6.06 -0.38 1.09
88 C 6.90 -1.04 0.22
89 N 7.02 -2.45 0.20
90 C 6.09 -3.38 0.59
91 O 6.39 -4.47 1.03
92 N 4.75 -3.00 0.51
93 C 4.11 -2.25 -0.48
94 C 4.66 -1.90 -1.71
95 C 3.91 -1.13 -2.58
96 C 2.62 -0.75 -2.23
97 N 2.08 -1.10 -1.06
98 C 2.80 -1.82 -0.22
99 C 7.66 -0.31 -0.69
100 C 7.57 1.07 -0.72
101 H 5.85 3.61 0.79
102 H 6.32 3.59 -0.91
103 H 7.55 3.72 0.33
104 H 5.29 1.51 1.72
105 H 5.48 -0.93 1.82
106 H 7.95 -2.83 0.21
107 H 4.16 -3.67 0.99
108 H 5.66 -2.22 -1.98
109 H 4.31 -0.84 -3.54
110 H 2.01 -0.14 -2.88
111 H 2.34 -2.07 0.73
112 H 8.32 -0.82 -1.38
113 H 8.17 1.62 -1.43

Here are the Löwdin charges for atoms 1 to 99, given in e: number 1, Sr, carries 1.4653; number 2, C, carries -0.0363; number 3, C, carries -0.2214; number 4, C, carries -0.0346; number 5, C, carries -0.0666; number 6, C, carries -0.0390; number 7, C, carries -0.2143; number 8, C, carries -0.0407; number 9, C, carries -0.2184; number 10, N, carries 0.1011; number 11, C, carries -0.2500; number 12, C, carries 0.0056; number 13, C, carries -0.2488; number 14, C, carries 0.0216; number 15, N, carries 0.0442; number 16, C, carries -0.2275; number 17, C, carries -0.2178; number 18, C, carries -0.0291; number 19, C, carries -0.0299; number 20, C, carries -0.0594; number 21, C, carries -0.0286; number 22, C, carries -0.2069; number 23, C, carries -0.0272; number 24, H, carries 0.0864; number 25, H, carries 0.0925; number 26, H, carries 0.0230; number 27, H, carries 0.1167; number 28, H, carries 0.1086; number 29, H, carries 0.1174; number 30, H, carries 0.0805; number 31, H, carries 0.0572; number 32, H, carries 0.0915; number 33, H, carries 0.0933; number 34, H, carries 0.0993; number 35, H, carries 0.1009; number 36, H, carries 0.0781; number 37, H, carries 0.1031; number 38, H, carries 0.0989; number 39, H, carries 0.0654; number 40, H, carries 0.0852; number 41, H, carries 0.0920; number 42, H, carries 0.1198; number 43, H, carries 0.1096; number 44, H, carries 0.1163; number 45, H, carries 0.0867; number 46, H, carries 0.0599; number 47, H, carries 0.0809; number 48, O, carries -0.1942; number 49, C, carries -0.7420; number 50, O, carries -0.1089; number 51, C, carries -0.1460; number 52, C, carries -0.0088; number 53, C, carries -0.0584; number 54, C, carries -0.0640; number 55, C, carries -0.0866; number 56, C, carries -0.2889; number 57, P, carries 1.0764; number 58, C, carries -0.3764; number 59, C, carries -0.1039; number 60, C, carries -0.0717; number 61, C, carries -0.0717; number 62, C, carries -0.0639; number 63, C, carries -0.0717; number 64, C, carries -0.3856; number 65, C, carries -0.0856; number 66, C, carries -0.0715; number 67, C, carries -0.0764; number 68, C, carries -0.0736; number 69, C, carries -0.1100; number 70, H, carries 0.1251; number 71, H, carries 0.1095; number 72, H, carries 0.1092; number 73, H, carries 0.1075; number 74, H, carries 0.0844; number 75, H, carries 0.1054; number 76, H, carries 0.1073; number 77, H, carries 0.1097; number 78, H, carries 0.1067; number 79, H, carries 0.1029; number 80, H, carries 0.1081; number 81, H, carries 0.1068; number 82, H, carries 0.1073; number 83, H, carries 0.0926; number 84, C, carries -0.0492; number 85, C, carries -0.2776; number 86, C, carries -0.0325; number 87, C, carries -0.0231; number 88, C, carries -0.2657; number 89, N, carries 0.1356; number 90, C, carries -0.5280; number 91, O, carries 0.0868; number 92, N, carries 0.1315; number 93, C, carries -0.2142; number 94, C, carries 0.0194; number 95, C, carries -0.0187; number 96, C, carries -0.1307; number 97, N, carries -0.0473; number 98, C, carries -0.0761; number 99, C, carries -0.0221

The following is a quantum chemistry calculation of the molecule C18H18N4O, from the Open Molecules 2025 dataset.

## Properties
electronic energy	-26963.6257	eV
energy relative to the best compared isomer or geometry (same formula, charge and spin)	2.8613	eV
structure (SMILES)	Cc1cc(-c2ccccc2)nc(/N=N/[C@H](C)c2ccc(C)o2)n1
spin multiplicity	1
HOMO-LUMO gap	7.5	eV

CARTESIAN COORDINATES (ANGSTROEM)
1 C -0.12 4.76 -1.11
2 C 0.29 3.28 -0.96
3 C 1.54 2.85 -1.33
4 C 1.86 1.51 -1.26
5 C 3.26 1.05 -1.55
6 C 3.51 -0.32 -1.75
7 C 4.80 -0.79 -1.93
8 C 5.85 0.13 -2.04
9 C 5.63 1.51 -1.84
10 C 4.35 1.97 -1.54
11 N 0.93 0.60 -0.97
12 C -0.29 1.07 -0.60
13 N -1.31 0.21 -0.17
14 N -1.20 -1.07 -0.43
15 C -2.44 -1.86 -0.14
16 C -3.66 -1.22 -0.76
17 C -2.65 -2.15 1.33
18 C -1.83 -1.77 2.37
19 C -2.42 -2.24 3.59
20 C -3.52 -2.95 3.19
21 C -4.39 -3.76 4.12
22 O -3.69 -2.89 1.85
23 N -0.61 2.38 -0.57
24 H 0.69 5.43 -0.76
25 H -0.42 4.97 -2.16
26 H -0.94 4.93 -0.42
27 H 2.27 3.59 -1.61
28 H 2.74 -1.03 -1.70
29 H 5.08 -1.85 -2.07
30 H 6.87 -0.18 -2.16
31 H 6.43 2.20 -1.94
32 H 4.22 3.04 -1.38
33 H -2.37 -2.83 -0.62
34 H -3.43 -1.12 -1.83
35 H -4.46 -1.89 -0.61
36 H -3.90 -0.25 -0.33
37 H -0.91 -1.16 2.31
38 H -2.05 -2.15 4.62
39 H -3.99 -3.73 5.18
40 H -4.33 -4.81 3.83
41 H -5.42 -3.47 4.13

Quick look at the natural (NBO) charges, all values in e: number 1, C, carries -0.6503; number 2, C, carries 0.2618; number 3, C, carries -0.2774; number 4, C, carries 0.2353; number 5, C, carries -0.0810; number 6, C, carries -0.1692; number 7, C, carries -0.2102; number 8, C, carries -0.1925; number 9, C, carries -0.2151; number 10, C, carries -0.1813; number 11, N, carries -0.4355; number 12, C, carries 0.4780; number 13, N, carries -0.1846; number 14, N, carries -0.0639; number 15, C, carries -0.1284; number 16, C, carries -0.6064; number 17, C, carries 0.2591; number 18, C, carries -0.2940; number 19, C, carries -0.3230; number 20, C, carries 0.2860; number 21, C, carries -0.6476; number 22, O, carries -0.4162; number 23, N, carries -0.4360; number 24, H, carries 0.2204; number 25, H, carries 0.2351; number 26, H, carries 0.2374; number 27, H, carries 0.2138; number 28, H, carries 0.2355; number 29, H, carries 0.2207; number 30, H, carries 0.2108; number 31, H, carries 0.2119; number 32, H, carries 0.2095; number 33, H, carries 0.2094; number 34, H, carries 0.2108; number 35, H, carries 0.2171; number 36, H, carries 0.2283; number 37, H, carries 0.2322; number 38, H, carries 0.2277; number 39, H, carries 0.2294; number 40, H, carries 0.2211; number 41, H, carries 0.2213

Question: Number 1 is which compound?
Answer: C38H51BF16I2N2O9P

Question: Number 2 is which compound?
Answer: C52H51N5O3PSr